Record 1
{"formula": "C5H16NO", "method": "ωB97M-V/def2-TZVPD", "charge": 1, "de_lowest_kj_mol": 128.73, "e_homo_ev": -13.11, "total_energy_ev": -8975.181, "species": ["C", "O", "C", "H", "H", "H", "H", "H", "H", "C", "C", "N", "C", "H", "H", "H", "H", "H", "H", "H", "H", "H", "H"], "coordinates": [[0.397, -0.476, 2.596], [-0.261, -1.465, 3.353], [1.385, -1.112, 1.634], [-0.371, 0.070, 2.007], [0.882, 0.280, 3.213], [-0.515, -1.100, 4.201], [0.959, -1.984, 1.137], [1.738, -0.398, 0.896], [2.256, -1.423, 2.211], [1.402, 0.925, -1.391], [0.159, 0.073, -1.343], [-1.041, 0.919, -1.695], [-2.361, 0.210, -1.663], [1.377, 1.691, -0.610], [2.290, 0.317, -1.239], [1.507, 1.437, -2.349], [0.186, -0.726, -2.088], [-0.051, -0.403, -0.390], [-0.861, 1.299, -2.625], [-1.095, 1.701, -1.042], [-2.321, -0.721, -2.216], [-3.132, 0.896, -1.991], [-2.529, -0.010, -0.608]]}

***

Record 2
{"formula": "C5H16NO2", "method": "ωB97M-V/def2-TZVPD", "charge": 1, "de_lowest_kj_mol": 175.67, "e_homo_ev": -14.10, "total_energy_ev": -11022.060, "species": ["C", "C", "C", "C", "C", "N", "H", "H", "H", "H", "H", "H", "H", "H", "H", "H", "H", "H", "H", "H", "O", "H", "H", "O"], "coordinates": [[0.912, -1.060, 1.134], [0.739, 0.334, 1.805], [1.119, 1.437, 0.736], [-0.127, 1.993, 0.092], [-0.807, 3.075, 0.457], [-0.591, 1.306, -1.129], [0.073, -1.715, 1.393], [1.188, -0.999, 0.099], [1.673, -1.672, 1.624], [-0.331, 0.426, 1.960], [1.187, 0.429, 2.793], [1.960, 1.216, 0.109], [1.642, 2.230, 1.302], [-1.735, 3.220, -0.062], [-0.505, 3.838, 1.153], [-0.196, 1.803, -1.921], [-0.371, 0.286, -1.375], [-1.595, 1.162, -1.253], [-0.799, -2.161, -0.958], [-0.159, -1.653, -2.156], [-0.910, -1.405, -1.589], [-0.278, -3.995, -1.688], [-0.591, -4.583, -0.278], [-0.166, -3.836, -0.734]]}

***

Record 3
{"formula": "C5H16NO4", "method": "ωB97M-V/def2-TZVPD", "spin_multiplicity": 2, "de_lowest_kj_mol": 36.12, "e_homo_ev": [-9.69, -9.60], "total_energy_ev": -15120.611, "species": ["C", "C", "C", "C", "O", "N", "C", "O", "H", "H", "H", "H", "H", "H", "H", "H", "H", "H", "H", "H", "H", "H", "O", "H", "H", "O"], "coordinates": [[1.790, -0.091, 1.167], [0.903, -0.967, 0.260], [-0.334, -1.410, 1.067], [-1.423, -2.081, 0.211], [-2.620, -1.350, 0.241], [0.465, -0.287, -0.995], [1.476, 0.537, -1.654], [1.699, 1.747, -1.055], [1.314, 0.881, 1.321], [2.025, -0.618, 2.123], [2.792, 0.154, 0.625], [1.496, -1.822, -0.027], [-0.024, -2.098, 1.860], [-0.787, -0.512, 1.573], [-1.094, -2.240, -0.874], [-1.768, -3.057, 0.610], [-2.466, -0.369, -0.113], [-0.402, 0.249, -0.828], [2.485, -0.011, -1.662], [1.076, 0.747, -2.685], [0.773, 2.270, -0.733], [-2.944, 1.540, 0.151], [-2.311, 1.217, -0.430], [-0.289, 2.795, 0.608], [-1.374, 1.993, -0.488], [-0.457, 2.781, -0.272]]}

***

Record 4
{"formula": "C5H16NS", "method": "ωB97M-V/def2-TZVPD", "spin_multiplicity": 2, "charge": 2, "de_lowest_kj_mol": 101.60, "e_homo_ev": [-19.83, -19.83], "total_energy_ev": -17750.189, "species": ["C", "C", "C", "N", "H", "H", "H", "H", "H", "H", "H", "H", "H", "H", "C", "C", "S", "H", "H", "H", "H", "H", "H"], "coordinates": [[0.695, 1.523, 2.367], [-0.576, 0.845, 1.876], [-1.452, 1.701, 0.940], [-0.130, -0.364, 1.094], [1.249, 0.840, 2.950], [1.261, 1.826, 1.476], [0.541, 2.421, 2.998], [-1.148, 0.445, 2.696], [-0.844, 1.999, 0.059], [-1.866, 2.549, 1.576], [-2.319, 1.088, 0.692], [0.440, -1.008, 1.691], [-0.978, -0.875, 0.885], [0.428, -0.121, 0.217], [-0.541, -1.462, -2.579], [0.966, -1.526, -2.634], [1.725, -0.178, -1.672], [-1.114, -0.628, -3.001], [-0.876, -1.704, -1.564], [-0.839, -2.335, -3.259], [1.320, -2.476, -2.137], [1.447, -1.588, -3.651], [2.613, -0.974, -1.018]]}

***

Record 5
{"formula": "C5H16O2", "method": "ωB97M-V/def2-TZVPD", "smiles": "CCC(C)C.O.O", "de_lowest_kj_mol": 195.57, "e_homo_ev": -10.71, "total_energy_ev": -9537.803, "species": ["C", "C", "C", "C", "C", "H", "H", "H", "H", "H", "H", "H", "H", "H", "H", "H", "H", "O", "H", "H", "O", "H", "H"], "coordinates": [[-0.027, 2.190, -0.918], [-0.511, 0.703, -1.263], [0.595, -0.181, -1.806], [0.138, -1.496, -2.285], [1.562, -0.348, -0.619], [-0.562, 2.828, -1.581], [-0.408, 2.387, 0.061], [0.954, 2.413, -0.942], [-0.743, 0.180, -0.180], [-1.402, 0.781, -1.959], [1.109, 0.244, -2.781], [1.041, -2.212, -2.244], [-0.254, -1.524, -3.257], [-0.768, -1.850, -1.883], [1.708, 0.645, -0.250], [2.465, -0.620, -1.123], [1.210, -1.156, 0.098], [-1.015, 0.945, 3.521], [-0.120, 1.212, 3.314], [-1.291, 1.220, 4.359], [-1.180, -1.881, 4.258], [-0.815, -2.775, 4.052], [-1.684, -1.704, 3.425]]}

***

Record 6
{"formula": "C5H16O2", "method": "ωB97M-V/def2-TZVPD", "smiles": "CCCCC.O.O", "de_lowest_kj_mol": 106.76, "e_homo_ev": -10.78, "total_energy_ev": -9538.723, "species": ["C", "C", "C", "C", "C", "H", "H", "H", "H", "H", "H", "H", "H", "H", "H", "H", "H", "O", "H", "H", "O", "H", "H"], "coordinates": [[-3.067, 0.943, 0.327], [-1.729, 0.880, -0.446], [-0.578, 0.331, 0.416], [0.716, 1.146, 0.403], [1.718, 0.612, 1.482], [-3.803, 0.388, -0.268], [-3.376, 1.955, 0.581], [-3.128, 0.431, 1.291], [-1.542, 1.844, -0.919], [-1.950, 0.224, -1.285], [-0.869, 0.188, 1.465], [-0.417, -0.714, 0.135], [1.255, 1.048, -0.531], [0.475, 2.154, 0.749], [2.730, 0.828, 1.150], [1.628, 1.157, 2.418], [1.512, -0.449, 1.627], [-1.184, -6.737, -0.261], [-0.524, -6.077, -0.434], [-1.266, -6.977, -1.173], [3.603, 3.336, -1.685], [4.380, 3.912, -1.552], [3.053, 3.602, -0.940]]}

***

Record 7
{"formula": "C5H16O2S", "method": "ωB97M-V/def2-TZVPD", "spin_multiplicity": 2, "charge": 1, "de_lowest_kj_mol": 0.00, "e_homo_ev": [-13.03, -13.03], "total_energy_ev": -20364.415, "species": ["C", "C", "C", "C", "S", "C", "H", "H", "H", "H", "H", "H", "H", "H", "H", "H", "H", "H", "H", "H", "O", "H", "H", "O"], "coordinates": [[-3.023, -1.890, -1.451], [-2.099, -2.616, -0.555], [-1.210, -1.550, 0.346], [-0.427, -0.723, -0.793], [0.447, 0.685, -0.007], [-1.004, 1.875, 0.181], [-3.728, -1.385, -0.976], [-2.594, -1.313, -2.349], [-3.698, -2.750, -1.904], [-1.242, -3.193, -1.082], [-2.704, -3.410, 0.107], [-0.419, -2.146, 0.991], [-1.887, -0.999, 1.028], [0.352, -1.435, -1.120], [-0.954, -0.394, -1.655], [-0.687, 2.793, 0.631], [-1.651, 1.517, 0.958], [-1.645, 1.896, -0.667], [3.956, 1.040, -0.071], [3.076, 1.909, 0.853], [3.969, 1.666, 0.675], [5.032, 3.418, 2.619], [6.175, 3.435, 1.655], [5.965, 3.569, 2.586]]}

***

Record 8
{"formula": "C5H16O3", "method": "ωB97M-V/def2-TZVPD", "spin_multiplicity": 2, "charge": 1, "de_lowest_kj_mol": 230.66, "e_homo_ev": [-13.91, -12.64], "total_energy_ev": -11575.318, "species": ["C", "C", "O", "H", "H", "H", "H", "H", "H", "C", "C", "O", "H", "H", "H", "H", "H", "H", "C", "O", "H", "H", "H", "H"], "coordinates": [[-1.652, -1.581, 1.133], [-2.020, -0.184, 1.666], [-1.516, 0.899, 0.874], [-0.640, -1.830, 0.816], [-2.172, -1.784, 0.197], [-2.079, -2.317, 1.815], [-1.702, -0.047, 2.699], [-3.105, -0.083, 1.697], [-2.223, 1.380, 0.437], [0.847, 0.010, -1.732], [1.148, 0.097, -3.228], [0.161, -0.649, -4.041], [1.446, 0.764, -1.223], [1.132, -0.946, -1.292], [-0.171, 0.289, -1.458], [2.050, -0.410, -3.572], [1.120, 1.140, -3.542], [0.435, -0.636, -4.961], [1.788, 1.150, 2.461], [1.055, 0.005, 2.064], [2.709, 0.934, 3.001], [1.932, 1.665, 1.511], [1.173, 1.799, 3.084], [0.284, 0.335, 1.596]]}